53
Properties=species:S:1:pos:R:3:forces:R:3 method="wB97M-V/def2-TZVPD" energy_ha=-2530.77822 charge=0 largest_force_ev_per_a=3.58 s_squared=3.753 spin_multiplicity=4
C -0.663730 0.943458 -3.973814 -0.333 0.363 -1.865
C -0.678860 0.428653 -2.707516 -0.828 -0.775 -0.155
N 0.126226 0.958348 -1.824003 0.032 -0.848 2.492
C 0.974392 1.936655 -2.026846 0.663 0.624 0.593
C 1.048361 2.474928 -3.279132 0.619 1.099 -1.415
C 0.217639 1.981272 -4.285739 -0.111 -0.208 0.268
C -1.568973 -0.766806 -2.325953 -0.250 -0.286 -0.066
P -2.019692 -0.890900 -0.524903 0.579 1.015 -1.491
Er 0.153435 -0.094695 0.367496 0.047 -1.469 3.262
P 2.241365 1.275052 0.494453 -1.349 0.566 -1.483
C 1.785968 2.500734 -0.838470 0.279 -0.055 -0.054
O -0.393582 -3.681170 -2.718651 0.062 -0.201 0.504
O 0.756590 -3.729824 -0.248030 -0.212 -0.263 0.363
H -1.335628 0.532704 -4.737753 0.331 0.218 0.294
H 1.750621 3.295716 -3.483576 -0.373 -0.418 0.039
H 0.253805 2.398308 -5.296160 -0.019 -0.159 0.401
C -3.358918 0.196528 -0.205386 -1.625 0.488 0.087
C -2.433296 -2.525178 -0.145848 -1.020 -2.075 -0.125
H 2.704761 2.983432 -1.186073 -0.195 0.181 -0.259
H 1.167145 3.256871 -0.327634 0.140 -0.232 -0.159
H -1.038547 -1.731035 -2.548817 -0.342 0.710 0.095
H -2.500329 -0.756542 -2.908507 0.286 0.035 -0.226
C 2.451647 2.146961 1.984309 0.900 1.287 1.302
C 3.700933 0.447157 0.018350 1.864 -0.352 -0.155
H 0.876292 -2.734924 -0.267875 0.311 0.077 -0.204
H 0.479036 -3.909931 0.659314 0.101 -0.092 -0.103
H -0.047091 -3.863289 -1.806379 -0.135 0.095 -0.504
H 0.403097 -3.571684 -3.240929 0.137 -0.038 -0.123
H -0.672707 1.370687 0.999258 -0.914 2.938 0.337
H 1.053961 -1.370688 -0.476445 1.745 -2.254 -1.880
H -4.225416 -0.181594 -0.748850 -0.444 0.297 0.049
H -3.578704 0.211905 0.876351 0.110 -0.024 -0.495
H -3.139903 1.230937 -0.510202 0.094 -0.451 0.058
H -3.289334 -2.812263 -0.762692 -0.084 -0.505 0.206
H -1.589203 -3.216257 -0.332882 -0.449 0.508 0.022
H -2.694864 -2.592470 0.919285 0.017 0.062 -0.272
H 4.508715 1.177790 -0.006519 0.527 -0.215 -0.160
H 3.936481 -0.340512 0.757969 -0.125 0.380 -0.313
H 3.597087 -0.044941 -0.959749 -0.122 0.250 0.335
H 3.312144 2.808724 1.868920 0.080 0.269 0.485
H 1.554276 2.729452 2.254298 0.338 -0.328 -0.322
H 2.637572 1.431764 2.798764 0.023 0.212 -0.310
C 0.513081 0.204330 4.358827 -0.562 0.716 -1.066
C -0.477665 -0.534204 3.445441 0.043 -0.507 0.367
C -1.788156 0.260633 3.268755 0.846 0.416 -0.376
O 0.139939 -0.953282 2.254140 -0.430 0.519 0.463
H 0.760443 1.188747 3.905784 -0.107 -0.536 0.292
H 1.408311 -0.381858 4.461304 0.460 -0.236 0.106
H 0.069384 0.386540 5.325882 -0.087 0.044 0.421
H -0.773037 -1.441763 3.986695 -0.008 -0.168 0.179
H -1.605343 1.246082 2.797182 -0.132 -0.665 0.057
H -2.483545 -0.328518 2.668516 -0.061 0.093 -0.032
H -2.226183 0.449948 4.234038 -0.313 -0.103 0.539

=====

12
Properties=species:S:1:pos:R:3:forces:R:3 method="wB97M-V/def2-TZVPD" energy_ha=-343.61441 charge=+1 relative_energy_kj_mol=84.0 largest_force_ev_per_a=4.42
C -0.930722 0.648736 0.188468 -1.424 0.762 -1.479
C 0.459376 0.377755 -0.022186 0.865 -1.508 -0.248
C -1.634006 -0.053667 -0.733086 1.166 0.860 1.234
C 1.098147 -0.235602 1.349788 1.868 -1.586 -2.203
C 0.472875 -0.646774 -1.095305 -2.947 2.647 1.968
O 2.121273 -0.802816 1.359782 0.194 -0.018 0.167
O -0.783621 -0.914256 -1.416863 3.234 0.258 -0.102
H -1.147924 1.498955 0.823043 -0.930 -0.359 -0.060
H 1.132326 1.239809 0.184778 -0.120 -0.222 -1.381
H -2.561080 -0.034096 -1.228918 -1.317 -0.005 0.315
H 0.456960 -0.000789 2.102581 -1.705 0.640 2.794
H 1.316395 -1.077256 -1.512082 1.116 -1.469 -1.005

=====

15
Properties=species:S:1:pos:R:3:forces:R:3 method="wB97M-V/def2-TZVPD" energy_ha=-503.12640 charge=0 relative_energy_kj_mol=635.9 largest_force_ev_per_a=5.95
C 2.476216 -0.466253 -0.496432 -0.654 0.519 0.587
C -1.565208 0.110690 -0.167434 -2.099 0.029 1.557
C -0.944874 -1.022449 -0.806120 1.949 -0.162 -2.001
C -0.582371 0.861573 0.887192 -2.126 2.885 -4.751
C 1.475509 -0.182470 0.349261 -3.127 1.755 0.341
N 3.323086 -0.790339 -1.172383 2.640 -0.958 -2.225
N 0.721280 1.032294 0.398857 2.522 -0.749 -0.559
F 1.388265 -0.841798 1.491716 0.138 -0.299 0.630
F 0.782955 1.686478 -0.860149 -0.306 -0.805 0.978
H -2.047925 0.832522 -0.903072 0.763 -0.777 1.127
H -2.409495 -0.406479 0.508559 1.480 1.621 -1.293
H -0.786959 -1.930574 -0.313145 -0.161 -1.168 1.139
H -0.440353 -1.099332 -1.796422 -0.787 0.829 0.624
H -0.924250 1.858933 1.156476 -0.517 -0.032 -0.131
H -0.465875 0.357201 1.723103 0.284 -2.688 3.978

=====

9
Properties=species:S:1:pos:R:3:forces:R:3 method="wB97M-V/def2-TZVPD" energy_ha=-1037.57928 charge=+1 relative_energy_kj_mol=251.2 largest_force_ev_per_a=3.21
C 1.132090 -0.052417 2.498065 0.676 -0.505 -0.861
C -0.123306 0.287604 2.102416 -2.715 1.487 0.845
N -0.513073 0.294227 -0.213278 1.335 0.441 -1.471
N 0.301164 -0.458914 -2.336023 0.124 -0.312 0.390
N -0.783343 0.522693 0.950123 -0.151 -0.227 0.946
S 2.535911 -0.489765 2.861528 -0.802 0.306 -0.026
S 0.322424 0.751470 -1.460424 -0.437 -1.092 0.084
H -0.948366 0.609381 2.793621 1.787 -0.675 0.700
H 0.584339 -0.488322 -3.294092 0.183 0.577 -0.607

=====

8
Properties=species:S:1:pos:R:3:forces:R:3 method="wB97M-V/def2-TZVPD" energy_ha=-228.75016 charge=-1 relative_energy_kj_mol=2.1 largest_force_ev_per_a=0.56
O -0.597151 -0.259604 -1.649711 0.204 -0.458 0.252
H -0.446357 -1.179351 -1.912193 -0.110 0.350 0.037
O -0.693974 0.403447 1.893423 0.037 -0.294 -0.254
H 0.072727 0.200281 1.254498 0.044 0.375 0.200
H -1.452539 0.219926 1.328148 0.029 0.073 0.064
O 1.190700 0.000112 0.082603 0.238 0.039 0.149
H 0.153665 -0.132792 -0.881767 -0.079 0.181 -0.529
H 1.772927 0.747982 -0.115001 -0.362 -0.265 0.080